(1)
DFT (wB97M-V/def2-TZVPD) results for a molecular structure, C29H23FeNO3P at a distorted geometry.

<S²> = 6.06
HOMO-LUMO gap (alpha / beta) = 0.20962 / 0.20744 Eh
electronic energy = -3003.964232 hartree
multiplicity = 5
ΔE to the lowest compared entry with this formula, charge and spin = 9.0 kJ/mol
M = 520.326 g mol⁻¹
E_LUMO (alpha / beta) = -3.148 / -5.152 eV
net charge = +1
E_HOMO (alpha / beta) = -8.852 / -10.797 eV

Last column: Mulliken charge in e.
Element x y z (Å)
C: 6.086 -1.015 0.683  -0.456
C: 5.337 -0.171 1.498  -0.863
C: 3.980 0.071 1.231  -0.248
C: 3.325 -0.531 0.131  0.226
P: 1.582 -0.162 -0.300  2.101
C: 1.633 1.265 -1.408  0.069
C: 0.409 1.739 -1.912  -0.287
C: 0.344 2.910 -2.679  -0.849
C: 1.512 3.582 -3.037  -0.478
C: 2.750 3.067 -2.642  -0.712
C: 2.818 1.908 -1.840  -0.480
C: 1.017 -1.547 -1.284  0.198
C: 0.615 -2.713 -0.611  -0.460
C: 0.159 -3.830 -1.328  -0.774
C: 0.115 -3.794 -2.719  -0.446
C: 0.552 -2.659 -3.409  -0.736
C: 1.016 -1.545 -2.690  -0.068
C: 0.407 0.144 1.205  0.191
C: 1.089 1.378 1.720  -0.407
N: 1.556 2.338 2.222  -0.593
C: 4.104 -1.383 -0.682  -0.289
C: 5.463 -1.619 -0.410  -0.769
H: 7.146 -1.201 0.895  0.398
H: 5.811 0.316 2.347  0.439
H: 3.442 0.753 1.870  0.303
H: -0.515 1.182 -1.701  0.372
H: -0.633 3.302 -2.996  0.410
H: 1.461 4.505 -3.627  0.403
H: 3.670 3.568 -2.948  0.417
H: 3.789 1.523 -1.547  0.399
H: 0.662 -2.752 0.483  0.434
H: -0.173 -4.716 -0.780  0.417
H: -0.252 -4.669 -3.279  0.393
H: 0.534 -2.634 -4.499  0.440
H: 1.362 -0.666 -3.245  0.405
H: 0.766 -0.693 1.844  0.635
H: 3.658 -1.875 -1.549  0.391
H: 6.044 -2.275 -1.063  0.409
O: -7.745 0.371 -0.318  -0.324
C: -7.171 0.307 0.694  0.316
Fe: -6.105 0.459 2.123  -0.028
C: -6.087 2.210 1.878  0.267
O: -6.148 3.260 1.375  -0.336
C: -7.563 0.521 3.133  0.313
O: -8.574 0.689 3.699  -0.354
C: -1.169 0.372 1.293  0.966
C: -2.260 -0.708 0.863  0.090
C: -3.485 -0.863 1.719  -0.985
C: -3.758 -0.021 2.812  0.055
C: -2.712 0.882 3.244  -0.870
C: -1.507 0.999 2.582  -0.762
H: -1.317 1.065 0.428  0.046
H: -2.705 -0.368 -0.078  0.299
H: -1.788 -1.686 0.653  0.225
H: -4.243 -1.604 1.401  0.396
H: -4.735 -0.002 3.355  0.333
H: -2.848 1.467 4.143  0.427
H: -0.723 1.552 3.057  0.390

(2)
DFT (wB97M-V/def2-TZVPD) results for 2 unconnected molecules or ions with the total composition C2H11N2O at a distorted geometry.

HOMO-LUMO gap = 0.42140 Eh
electronic energy = -267.309862 hartree
ΔE to the lowest compared entry with this formula, charge and spin = 38.9 kJ/mol
M = 79.123 g mol⁻¹
E_LUMO = -3.057 eV
net charge = +1
E_HOMO = -14.524 eV

Last column: Mulliken charge in e.
Element x y z (Å)
C: -1.937 -0.773 -1.256  -0.791
N: -1.331 0.162 -0.233  -0.260
H: -1.783 -1.794 -0.909  0.328
H: -1.358 -0.658 -2.152  0.336
H: -2.975 -0.540 -1.413  0.347
H: -1.604 1.114 -0.479  0.390
H: -1.667 0.003 0.711  0.377
H: -0.243 0.185 -0.249  0.355
N: 1.451 0.144 -0.357  -0.662
C: 1.698 0.101 1.088  -0.391
O: 0.783 1.014 1.658  -0.517
H: 1.750 -0.733 -0.763  0.251
H: 1.872 0.937 -0.824  0.216
H: 2.741 0.287 1.327  0.408
H: 1.428 -0.906 1.419  0.283
H: 1.175 1.455 2.432  0.331

(3)
DFT (wB97M-V/def2-TZVPD) results for C3H8N2O2 in the gas phase at a distorted geometry.

HOMO-LUMO gap = 0.38219 Eh
electronic energy = -379.046010 hartree
ΔE to the lowest compared entry with this formula, charge and spin = 249.4 kJ/mol
M = 104.109 g mol⁻¹
E_LUMO = 0.776 eV
net charge = 0
E_HOMO = -9.624 eV

Last column: Mulliken charge in e.
Element x y z (Å)
C: 0.775 -0.656 0.584  -0.574
C: -0.492 -1.266 -0.015  -0.354
O: -1.440 -1.868 0.908  -0.531
N: 0.487 0.752 0.852  -0.273
C: -0.033 1.545 -0.227  0.387
N: 0.686 1.167 -1.361  -0.353
O: -0.903 2.389 -0.270  -0.574
H: 1.669 -0.735 0.065  0.321
H: 0.990 -0.964 1.585  0.400
H: -0.263 -2.114 -0.815  0.248
H: -0.951 -0.585 -0.582  0.385
H: -1.992 -1.255 1.331  0.291
H: -0.069 0.932 1.693  0.275
H: 1.035 2.015 -1.568  0.180
H: 0.502 0.644 -2.181  0.172